Entry 1:
This record from OMol25 describes a molecular structure, C57H50F6IN2O5P2RbS2 at a distorted geometry. The level of theory is wB97M-V/def2-TZVPD.

CARTESIAN COORDINATES (ANGSTROEM)
Rb (-0.42199, -0.28567, -0.85445)
I (2.53888, 3.47926, -1.27234)
C (3.29551, 2.50235, -2.97653)
C (4.57407, 2.78602, -3.37051)
C (5.09258, 2.17167, -4.53118)
C (4.31187, 1.32119, -5.25900)
C (2.98295, 1.02855, -4.86041)
C (2.17085, 0.15494, -5.62329)
C (0.89433, -0.10621, -5.20969)
C (0.40169, 0.45471, -4.00746)
C (1.12179, 1.29666, -3.17700)
C (2.43354, 1.60483, -3.67195)
H (5.18162, 3.47783, -2.80269)
H (6.10894, 2.38805, -4.84190)
H (4.69920, 0.85476, -6.16044)
H (2.57137, -0.28692, -6.53069)
H (0.26196, -0.76608, -5.79925)
H (-0.61806, 0.17428, -3.73497)
C (2.99919, -1.12559, -1.75044)
C (2.88481, -2.62215, -1.49676)
C (3.76271, -3.37901, -2.49339)
C (3.27368, -2.99457, -0.07253)
C (3.22506, -4.50434, 0.19767)
O (2.68789, -4.60511, 1.52351)
C (2.12473, -3.37851, 1.77266)
N (2.37585, -2.44675, 0.95525)
C (1.31132, -3.31205, 3.00137)
C (1.22242, -4.47759, 3.76255)
C (0.47526, -4.51782, 4.92610)
C (-0.19871, -3.38060, 5.33440)
C (-0.11745, -2.21754, 4.58300)
C (0.63566, -2.14476, 3.41226)
P (0.63891, -0.59873, 2.39067)
C (-0.47559, 0.47136, 3.38225)
C (-1.82223, 0.42086, 3.03209)
C (-2.77135, 1.15263, 3.73117)
C (-2.37653, 1.95363, 4.79178)
C (-1.03215, 2.02570, 5.13720)
C (-0.08653, 1.28651, 4.44199)
C (2.29987, 0.07240, 2.77946)
C (3.07501, -0.31300, 3.86905)
C (4.33227, 0.24393, 4.06770)
C (4.82528, 1.19102, 3.18063)
C (4.05912, 1.57950, 2.08912)
C (2.80605, 1.02112, 1.89187)
H (2.61481, -0.88336, -2.74114)
H (4.04298, -0.79913, -1.71042)
H (2.43550, -0.53572, -1.02675)
H (1.84317, -2.93024, -1.64462)
H (4.81759, -3.13297, -2.33287)
H (3.50589, -3.08528, -3.51229)
H (3.64904, -4.46343, -2.41701)
H (4.27876, -2.59336, 0.12047)
H (4.19612, -4.99566, 0.17649)
H (2.53912, -5.01135, -0.48770)
H (1.74276, -5.35937, 3.41943)
H (0.41229, -5.43248, 5.50246)
H (-0.79595, -3.39100, 6.23818)
H (-0.65864, -1.34449, 4.91710)
H (-2.13038, -0.19031, 2.19078)
H (-3.80867, 1.12911, 3.42149)
H (-3.10737, 2.56120, 5.31064)
H (-0.71585, 2.67879, 5.94206)
H (0.96119, 1.36046, 4.71207)
H (2.70203, -1.05402, 4.56670)
H (4.92809, -0.06538, 4.91890)
H (5.80747, 1.62153, 3.33653)
H (4.43102, 2.30931, 1.38035)
H (2.21416, 1.32366, 1.03526)
C (-5.17194, 4.11521, -1.16704)
C (-5.43643, 2.72602, -0.64760)
C (-6.74337, 2.24492, -0.66663)
C (-7.06233, 0.97173, -0.21778)
C (-6.06133, 0.14537, 0.26398)
C (-4.75517, 0.60982, 0.28381)
C (-4.41548, 1.88936, -0.15906)
P (-2.61215, 2.27357, -0.06454)
C (-2.33996, 3.06536, -1.71219)
C (-2.68123, 2.21414, -2.76710)
C (-2.51743, 2.58528, -4.08996)
C (-1.96853, 3.82489, -4.37965)
C (-1.60104, 4.66408, -3.34014)
C (-1.77524, 4.31252, -2.00189)
C (-1.34639, 5.28411, -0.93489)
C (-2.47381, 3.44515, 1.30043)
C (-3.58103, 3.96634, 1.96364)
C (-3.47432, 4.77934, 3.08204)
C (-2.17752, 5.08927, 3.54473)
C (-1.06585, 4.57518, 2.94611)
C (-1.12957, 3.69026, 1.80283)
C (0.02049, 3.17683, 1.25338)
H (-6.08411, 4.71408, -1.12371)
H (-4.83061, 4.08117, -2.20464)
H (-4.39853, 4.61612, -0.58966)
H (-7.53022, 2.89021, -1.04414)
H (-8.08858, 0.62516, -0.25433)
H (-6.28644, -0.85851, 0.60194)
H (-3.96259, -0.04415, 0.62985)
H (-3.08533, 1.23176, -2.54282)
H (-2.78346, 1.89743, -4.88334)
H (-1.79937, 4.12523, -5.40691)
H (-1.14822, 5.62414, -3.56519)
H (-0.92950, 6.18126, -1.39524)
H (-0.58716, 4.83880, -0.28570)
H (-2.18013, 5.57617, -0.29212)
H (-4.57495, 3.71271, 1.60939)
H (-4.35670, 5.17043, 3.57357)
H (-2.06175, 5.74168, 4.40656)
H (-0.07996, 4.81512, 3.33291)
H (0.05232, 2.55625, 0.36779)
H (0.97501, 3.40127, 1.71878)
F (-2.09004, -6.35188, -0.57143)
C (-1.14238, -5.44302, -0.80814)
F (-0.09340, -5.71717, -0.02218)
F (-0.75206, -5.56027, -2.07915)
S (-1.72083, -3.73102, -0.45842)
O (-0.56935, -2.93429, -0.80204)
O (-2.15263, -3.75075, 0.90533)
N (-2.92050, -3.65362, -1.47668)
S (-3.20494, -2.41802, -2.41038)
O (-2.67141, -1.16508, -1.93601)
O (-4.55859, -2.46285, -2.86476)
C (-2.20735, -2.77081, -3.92293)
F (-2.46180, -1.84828, -4.85384)
F (-2.52388, -3.97072, -4.42356)
F (-0.90302, -2.75891, -3.65690)

Forces on atoms 1 to 3 (eV/Å):
0.6 1.0 -0.1
0.0 -0.1 -0.1
0.0 0.1 0.1

Summary:
Charge ... -2
HOMO level ... -0.742 eV
Spin multiplicity ... 1
Largest force on an atom ... 0.0225 hartree/bohr



Entry 2:
This record from OMol25 describes a molecular structure, C57H52FGeInN2OP3S at a distorted geometry. The level of theory is wB97M-V/def2-TZVPD.

CARTESIAN COORDINATES (ANGSTROEM)
In (0.24331, 1.42130, 0.11069)
F (1.90977, -3.95999, 0.87163)
Ge (1.22499, -2.37052, 0.34874)
C (-0.52517, -2.97219, 1.05206)
C (-0.49500, -3.80788, 2.16091)
C (-1.55514, -4.67244, 2.44609)
C (-2.65669, -4.67829, 1.60980)
C (-2.74669, -3.82539, 0.53402)
C (-1.70536, -2.91515, 0.29049)
P (-2.02290, -1.56571, -0.81040)
C (-3.03268, -2.44654, -2.06588)
C (-2.30421, -3.36426, -2.81524)
C (-2.94672, -4.18537, -3.71795)
C (-4.27035, -3.94190, -4.03088)
C (-4.97888, -2.97610, -3.33607)
C (-4.36517, -2.20792, -2.33405)
C (-3.24081, -0.57838, 0.05977)
C (-3.95161, 0.44429, -0.60307)
C (-4.83392, 1.26974, 0.09643)
C (-4.90007, 1.17548, 1.49539)
C (-4.08311, 0.26038, 2.14126)
C (-3.31255, -0.67845, 1.45630)
C (1.49254, -2.61418, -1.58334)
C (2.12816, -3.82941, -1.89210)
C (2.60340, -4.12073, -3.17522)
C (2.45036, -3.16378, -4.16101)
C (1.89808, -1.93087, -3.88802)
C (1.40920, -1.62728, -2.62103)
P (0.76579, 0.02696, -2.39609)
C (-0.52328, 0.27185, -3.71108)
C (-0.81975, -0.62439, -4.73647)
C (-1.65433, -0.25526, -5.76665)
C (-2.18347, 1.00630, -5.82932)
C (-1.97447, 1.88507, -4.78721)
C (-1.11051, 1.55610, -3.72615)
C (2.18581, 0.96777, -3.00240)
C (3.38752, 0.69739, -2.34590)
C (4.57676, 1.32397, -2.75243)
C (4.51825, 2.31049, -3.73382)
C (3.30631, 2.67141, -4.35369)
C (2.17311, 1.89102, -4.02249)
C (2.77147, -1.44305, 1.22789)
C (3.93857, -2.10738, 0.85511)
C (5.20796, -1.52177, 1.05221)
C (5.32135, -0.28535, 1.61934)
C (4.14628, 0.34019, 2.01129)
C (2.86218, -0.22993, 1.95234)
P (1.56014, 0.59049, 2.82280)
C (0.82389, -0.68620, 3.89338)
C (-0.47926, -0.52741, 4.34169)
C (-1.03106, -1.36791, 5.31028)
C (-0.20391, -2.32653, 5.90422)
C (1.12621, -2.45792, 5.50547)
C (1.61151, -1.65959, 4.49762)
C (2.45028, 1.56589, 4.09870)
C (3.49584, 1.04384, 4.84962)
C (4.23415, 1.82795, 5.74089)
C (3.94751, 3.20178, 5.86794)
C (2.93023, 3.75006, 5.08179)
C (2.16505, 2.95580, 4.22378)
H (0.45783, -3.76936, 2.69009)
H (-1.37034, -5.38367, 3.23947)
H (-3.54761, -5.27361, 1.83802)
H (-3.64555, -3.85660, -0.06033)
H (-1.24219, -3.46682, -2.67948)
H (-2.43377, -4.96435, -4.25019)
H (-4.81203, -4.59219, -4.70167)
H (-6.05990, -2.87740, -3.53407)
H (-4.87319, -1.40678, -1.76522)
H (-3.89281, 0.40899, -1.68017)
H (-5.52284, 1.90272, -0.52137)
H (-5.60646, 1.79117, 2.05338)
H (-4.17441, 0.14485, 3.23080)
H (-2.89453, -1.52780, 1.96111)
H (2.21298, -4.54081, -1.09999)
H (3.06314, -5.08680, -3.30505)
H (2.76003, -3.38816, -5.24259)
H (1.85501, -1.20265, -4.68373)
H (-0.50273, -1.67124, -4.73949)
H (-1.95334, -0.96637, -6.55361)
H (-2.85433, 1.36025, -6.64055)
H (-2.44710, 2.88862, -4.74497)
H (-0.93279, 2.20423, -2.85919)
H (3.34868, 0.09399, -1.46530)
H (5.51143, 0.95653, -2.36190)
H (5.40962, 2.86716, -4.07074)
H (3.24559, 3.51503, -5.07677)
H (1.27510, 2.06333, -4.58776)
H (3.87862, -3.08427, 0.39533)
H (6.10334, -2.14235, 0.83563)
H (6.27957, 0.23548, 1.88223)
H (4.23349, 1.38021, 2.27743)
H (-1.08352, 0.18658, 3.81418)
H (-2.09887, -1.31982, 5.52691)
H (-0.62994, -2.99391, 6.64164)
H (1.68294, -3.20259, 5.96969)
H (2.63059, -1.75744, 4.13961)
H (3.71836, -0.01762, 4.75402)
H (4.97332, 1.34951, 6.37669)
H (4.47403, 3.89054, 6.53622)
H (2.63748, 4.82025, 5.19482)
H (1.36746, 3.37516, 3.65481)
O (2.96408, 2.70969, 0.28894)
H (2.62827, 3.57723, -0.01868)
H (3.39334, 2.31095, -0.47516)
C (-3.27568, 4.48549, 1.71326)
N (-2.09095, 4.06340, 0.94307)
C (-1.37587, 4.71262, -0.03959)
S (-0.02195, 4.02620, -0.78057)
N (-1.75113, 5.91669, -0.48521)
C (-2.95253, 6.68053, -0.27634)
H (-3.41635, 3.59981, 2.38051)
H (-4.14599, 4.62786, 1.07591)
H (-3.14317, 5.38447, 2.35595)
H (-1.51791, 3.28541, 1.35574)
H (-1.01013, 6.43320, -0.95017)
H (-3.81650, 6.06122, -0.55816)
H (-2.91958, 7.58551, -0.95199)
H (-3.04717, 7.06768, 0.70261)

Forces on atoms 1 to 3 (eV/Å):
1.0 0.0 -0.3
0.0 0.4 -0.3
-0.1 -2.0 1.2

Summary:
Charge ... +3
HOMO level (alpha / beta) ... -14.454 / -14.453 eV
Spin multiplicity ... 1
Largest force on an atom ... 0.0667 hartree/bohr